No. 1
Computed, not measured: a structure of composition C20H29N4O5S6V at a distorted geometry, with ωB97M-V/def2-TZVPD.

Values from the calculation:
Strongest force on any atom in hartree/bohr: 0.0393
E_tot in eV: -128109.92360
HOMO energy (spin up / spin down) in eV: -3.175 / -2.392

ORCA input file:
```
! wB97M-V def2-TZVPD RIJCOSX def2/J DEFGRID3
* xyz -1 2
V 0.18651 0.24547 -1.11705
C -0.12878 -0.70713 -4.03691
C -0.22303 -1.92033 -3.07009
N -0.78656 -1.48806 -1.81183
C -2.23297 -1.36081 -1.78893
C -2.63717 -0.19080 -0.87857
N -1.76922 0.95558 -1.08286
C -2.07112 1.83482 -2.19742
C -1.53464 1.24182 -3.51171
N -0.27757 0.53699 -3.28921
H -0.90773 -0.77682 -4.80927
H 0.83937 -0.72965 -4.54479
H 0.78225 -2.29667 -2.86902
H -0.80478 -2.73613 -3.53070
H -0.45999 -2.10748 -1.04681
H -2.71484 -2.28034 -1.42459
H -2.59889 -1.17440 -2.80135
H -2.51440 -0.50755 0.15919
H -3.69645 0.06458 -1.04925
H -1.67666 1.50756 -0.23727
H -1.55892 2.78220 -2.00645
H -3.15394 2.02775 -2.29156
H -1.41894 2.05075 -4.24669
H -2.27542 0.54437 -3.91357
H 0.50398 1.16118 -3.46242
S 5.75745 3.50331 -4.39629
C 4.59739 2.79296 -3.47335
S 3.29985 3.67942 -2.72161
C 2.45004 2.29284 -2.04890
C 3.03442 1.07836 -2.22833
S 2.35652 -0.40741 -1.69118
S 4.54378 1.08498 -3.13986
S 0.94347 2.52930 -1.27984
C -1.56731 2.30902 2.25324
O -0.57356 2.76929 1.36693
C 0.69116 3.00441 1.94055
C 1.51536 1.77259 2.32744
O 2.21921 1.26740 1.22278
C 3.04634 0.18887 1.57717
H -1.41119 2.70692 3.26501
H -1.59691 1.21712 2.29008
H -2.53057 2.66844 1.87968
H 0.56533 3.63001 2.83990
H 1.24273 3.55893 1.17983
H 0.86988 0.99209 2.74528
H 2.23092 2.07455 3.11488
H 3.79915 0.49828 2.32044
H 3.54051 -0.14251 0.66706
H 2.46574 -0.65065 1.98334
O -1.31775 -4.62065 0.73826
S -0.13405 -3.96507 1.25965
O 1.04800 -4.78519 1.31861
N 0.11234 -2.57421 0.46070
C -0.11586 -1.50256 1.22195
O -0.08369 -0.32534 0.77118
C -0.44971 -1.82447 2.62180
C -0.70548 -0.99594 3.72316
C -0.93228 -1.55600 4.96478
C -0.93243 -2.93602 5.14996
C -0.71173 -3.77304 4.06048
C -0.47935 -3.20814 2.83648
H -0.72412 0.07769 3.62589
H -1.11216 -0.90922 5.81384
H -1.10058 -3.35062 6.13227
H -0.72093 -4.84665 4.16586
*
```



No. 2
Computed, not measured: an isolated molecule of C12H22N4O, with ωB97M-V/def2-TZVPD.

Values from the calculation:
Strongest force on any atom in hartree/bohr: 0.0049
SMILES: CCCCCCCc1nnc(CCCO)nn1
E_tot in eV: -20806.92899
HOMO energy in eV: -9.123

ORCA input file:
```
! wB97M-V def2-TZVPD RIJCOSX def2/J DEFGRID3
* xyz 0 1
C 2.25617 -2.92250 0.86895
C 2.89702 -2.35166 -0.39352
C 2.45616 -0.91385 -0.69382
C 3.47258 0.13510 -0.24159
C 2.98066 1.58005 -0.37430
C 2.43566 2.18480 0.91690
C 1.31838 1.38241 1.57818
C 0.06330 1.27190 0.76741
N -0.25036 2.24426 -0.08404
N -1.36803 2.14521 -0.75387
C -2.13058 1.07321 -0.54922
C -3.38512 0.94121 -1.35650
C -4.62345 0.54873 -0.54126
C -4.79810 -0.95127 -0.41155
O -5.86106 -1.17888 0.50586
N -1.81653 0.09715 0.31040
N -0.70521 0.19518 0.97513
H 1.24024 -3.27401 0.67863
H 2.18902 -2.16716 1.65691
H 2.82214 -3.76317 1.27450
H 3.98696 -2.36972 -0.28923
H 2.66962 -2.99818 -1.24400
H 2.26370 -0.76911 -1.76154
H 1.49748 -0.72721 -0.19576
H 3.74250 -0.06763 0.80476
H 4.39263 -0.00715 -0.81450
H 3.79610 2.21857 -0.72177
H 2.20923 1.63527 -1.15106
H 2.06324 3.19035 0.71220
H 3.25120 2.28441 1.63828
H 1.05534 1.83525 2.53940
H 1.63754 0.36147 1.80549
H -3.52828 1.89280 -1.86719
H -3.21161 0.19462 -2.14130
H -5.50772 0.97786 -1.01627
H -4.57234 0.97207 0.46554
H -5.04827 -1.37489 -1.39391
H -3.86428 -1.39996 -0.06426
H -6.02592 -2.12553 0.56189
*
```



No. 3
Computed, not measured: an isolated molecule of C4H7NO2, with ωB97M-V/def2-TZVPD.

Values from the calculation:
Strongest force on any atom in hartree/bohr: 0.0190
SMILES: C/C(=N\O)[C@H]1CO1
E_tot in eV: -9843.26999
HOMO energy in eV: -9.493

ORCA input file:
```
! wB97M-V def2-TZVPD RIJCOSX def2/J DEFGRID3
* xyz 0 1
C -1.04642 -1.08555 0.16544
C -0.42531 0.28928 0.07903
N -1.11273 1.35196 0.27785
O -2.41481 1.03594 0.65847
C 0.96972 0.47258 -0.52359
C 2.31263 -0.07243 -0.12508
O 1.46509 -0.76067 -1.01644
H -1.97538 -1.10640 -0.42069
H -0.37021 -1.85456 -0.20481
H -1.33730 -1.31201 1.19569
H -2.82963 1.89736 0.80139
H 1.02808 1.36417 -1.14976
H 3.25467 0.17145 -0.63830
H 2.48160 -0.39111 0.90079
*
```



No. 4
Computed, not measured: an isolated molecule of C2 at a distorted geometry, with ωB97M-V/def2-TZVPD.

Values from the calculation:
Strongest force on any atom in hartree/bohr: 0.0778
E_tot in eV: -2064.59724
HOMO energy in eV: -11.347

ORCA input file:
```
! wB97M-V def2-TZVPD RIJCOSX def2/J DEFGRID3
* xyz 0 1
C -0.24988 0.59333 0.12337
C 0.24988 -0.59333 -0.12337
*
```